{
  "formula": "C55H67N4O3",
  "method": "wB97M-V/def2-TZVPD",
  "spin_multiplicity": 1,
  "charge": 1,
  "homo_ev": -9.59,
  "species": ["C", "C", "C", "C", "C", "C", "C", "C", "C", "C", "C", "C", "C", "C", "N", "C", "C", "N", "C", "C", "C", "C", "C", "C", "C", "C", "C", "C", "C", "C", "C", "C", "C", "C", "C", "C", "C", "C", "N", "O", "O", "C", "C", "H", "H", "H", "H", "H", "H", "H", "H", "H", "H", "H", "H", "H", "H", "H", "H", "H", "H", "H", "H", "H", "H", "H", "H", "H", "H", "H", "H", "H", "H", "H", "H", "H", "H", "H", "H", "H", "H", "H", "H", "H", "H", "H", "H", "H", "H", "H", "H", "H", "H", "H", "C", "O", "C", "C", "C", "C", "C", "C", "C", "C", "C", "C", "C", "C", "N", "C", "C", "C", "C", "H", "H", "H", "H", "H", "H", "H", "H", "H", "H", "H", "H", "H", "H", "H", "H"],
  "coordinates": [[2.090649, 2.683332, -1.051771], [2.514928, 2.427325, -2.501688], [1.630686, 3.307822, -3.392619], [3.966804, 2.890630, -2.757588], [2.337032, 0.917962, -2.842961], [1.466341, 0.556729, -3.881898], [1.611945, -0.671857, -4.518734], [2.635659, -1.539839, -4.148329], [3.508700, -1.222476, -3.102893], [4.874709, -1.978344, -3.068318], [5.127645, -2.657299, -1.730782], [6.016208, -1.028313, -3.464106], [4.938144, -3.113406, -4.096885], [3.115127, -0.139457, -2.254925], [3.524871, -0.075012, -0.866953], [4.880149, 0.401078, -0.556881], [5.067541, 0.070472, 0.882775], [3.734414, -0.356221, 1.342638], [3.648094, -0.599177, 2.777546], [3.644327, 0.521844, 3.668803], [3.620316, 2.048853, 3.337874], [2.619015, 2.760766, 4.264435], [3.187218, 2.421344, 1.930041], [5.014948, 2.619496, 3.637740], [3.693209, 0.280211, 5.044661], [3.547434, -0.992317, 5.565691], [3.602983, -2.076609, 4.701044], [3.807964, -1.911735, 3.327050], [4.344520, -3.179601, 2.584576], [4.024371, -4.466209, 3.361381], [5.873923, -3.073494, 2.487899], [3.727007, -3.382370, 1.216515], [2.851971, -0.406582, 0.284971], [1.459396, -1.106759, 0.243830], [0.981244, -1.553899, 1.643296], [0.956533, -0.649101, 2.710603], [0.506494, -1.031936, 3.971148], [0.278678, -2.402876, 4.181048], [0.660208, -2.961441, 5.435820], [0.771884, -4.210109, 5.502595], [0.912650, -2.194641, 6.386482], [0.082901, -3.281316, 3.104810], [0.473550, -2.854547, 1.841890], [2.130711, 1.759755, -0.463103], [2.710773, 3.450472, -0.570288], [1.047046, 3.015044, -1.003368], [1.887644, 3.175199, -4.449774], [0.562648, 3.106457, -3.246308], [1.800076, 4.361555, -3.135588], [4.406559, 2.336020, -3.596979], [3.970650, 3.957016, -3.027741], [4.615091, 2.784630, -1.881652], [0.695781, 1.240446, -4.241195], [0.940764, -0.938878, -5.335540], [2.743101, -2.480086, -4.694939], [4.401386, -3.465596, -1.577276], [6.136717, -3.096667, -1.719744], [5.057615, -1.973195, -0.886804], [5.932655, -0.775662, -4.530567], [6.022377, -0.079613, -2.919802], [6.983254, -1.526604, -3.303423], [4.801365, -2.748720, -5.119311], [5.928096, -3.586366, -4.046783], [4.192860, -3.889314, -3.893028], [5.619204, -0.098188, -1.185287], [4.949119, 1.476724, -0.747326], [5.777403, -0.755247, 1.014090], [5.429757, 0.915866, 1.471055], [2.938886, 2.749481, 5.310083], [2.522350, 3.813586, 3.968832], [1.626489, 2.296626, 4.198552], [3.896406, 2.107379, 1.159439], [2.191065, 2.025907, 1.691123], [3.123439, 3.520461, 1.854020], [5.795291, 2.143366, 3.032098], [5.037622, 3.699572, 3.439384], [5.269377, 2.461563, 4.692155], [3.804757, 1.101976, 5.751399], [3.414967, -1.149127, 6.634156], [3.567730, -3.068574, 5.150976], [2.952166, -4.539791, 3.587682], [4.300156, -5.340833, 2.756835], [4.597735, -4.524344, 4.293955], [6.193437, -2.295138, 1.786155], [6.292957, -2.831861, 3.474382], [6.306415, -4.028005, 2.154638], [3.785305, -2.477376, 0.616837], [4.255524, -4.181056, 0.674531], [2.669592, -3.656528, 1.298842], [1.733934, -2.048797, -0.271246], [1.229252, 0.397846, 2.530293], [0.451326, -0.339370, 4.806760], [-0.274121, -4.288734, 3.293732], [0.381395, -3.555300, 1.006497], [-2.505159, 4.786240, 1.817931], [-2.346331, 4.351736, 0.445240], [-1.828072, 3.110504, 0.248366], [-1.500202, 2.232602, 1.298826], [-0.812647, 1.059226, 1.007435], [-0.343965, 0.772393, -0.270408], [0.370150, -0.552074, -0.616736], [-0.771378, -1.536933, -0.752230], [-1.108897, -2.331896, -1.912893], [-0.474590, -2.651633, -3.103270], [-1.216602, -3.248412, -4.129749], [-2.552288, -3.644988, -3.930335], [-3.163686, -3.472559, -2.672598], [-2.428391, -2.820215, -1.701139], [-2.832571, -2.430963, -0.430169], [-4.117880, -2.714155, 0.162003], [-1.834791, -1.693871, 0.144545], [-0.881723, 1.525077, -1.333967], [-1.586918, 2.694635, -1.084073], [-2.799302, 5.831220, 1.728409], [-3.284593, 4.200367, 2.324460], [-1.569501, 4.693769, 2.389572], [-1.749449, 2.459025, 2.335030], [-0.775922, 0.299543, 1.784246], [0.784249, -0.416893, -1.624272], [0.594834, -2.460300, -3.185327], [-0.749669, -3.418126, -5.102848], [-3.111603, -4.100557, -4.746778], [-4.173346, -3.807140, -2.449855], [-4.496817, -3.652848, -0.245943], [-4.001966, -2.797658, 1.244792], [-4.847811, -1.921546, -0.041903], [-1.952829, -1.333198, 1.159602], [-0.771901, 1.161118, -2.363061], [-1.932267, 3.330271, -1.896496]],
  "forces_ev_per_angstrom": [[-0.14, 0.18, 0.54], [-0.69, -0.18, 0.55], [-0.10, 0.02, -0.25], [0.16, -0.19, -0.24], [-0.02, -0.12, 0.07], [0.71, -0.12, -0.51], [-0.28, -0.14, 0.28], [-0.02, 0.55, -0.53], [-0.13, -0.46, 0.26], [-0.44, -0.42, 0.29], [0.26, -0.10, 0.38], [0.02, 0.39, -0.16], [-0.09, -0.16, -0.25], [-0.43, 0.41, -1.14], [0.25, 0.14, 1.00], [0.18, 0.57, -0.59], [0.44, -0.44, 0.64], [-1.04, 0.36, -1.06], [0.47, 0.04, 1.22], [0.07, 0.06, -0.33], [0.01, -0.23, 0.11], [-0.20, 0.11, 0.19], [0.06, 0.28, -0.37], [0.14, 0.07, -0.01], [-0.20, -0.31, 0.24], [0.02, 0.00, -0.28], [0.21, 0.23, 0.15], [0.02, -0.28, -0.26], [-0.54, 0.00, 0.16], [0.06, -0.12, 0.24], [0.17, 0.14, 0.12], [-0.07, -0.01, -0.62], [1.61, -0.58, -0.32], [1.59, -0.93, 1.73], [0.01, 0.01, 0.04], [-0.86, 0.17, -0.12], [0.58, -0.55, -0.04], [0.33, 0.65, -1.55], [-0.25, -1.48, 2.98], [-0.13, 2.42, -0.10], [-0.50, -1.29, -1.67], [0.60, 0.36, 0.26], [-0.29, 0.39, -0.24], [0.07, 0.62, -0.10], [-0.09, -0.15, -0.13], [0.36, 0.01, 0.01], [-0.11, 0.10, 0.10], [0.22, 0.01, -0.07], [-0.02, -0.26, 0.01], [0.01, 0.14, 0.16], [-0.01, -0.32, 0.14], [-0.16, 0.02, -0.28], [0.52, -0.08, 0.03], [0.10, 0.00, 0.30], [0.18, 0.55, 0.10], [0.15, 0.20, 0.03], [-0.27, 0.05, 0.02], [0.06, -0.25, -0.06], [0.05, -0.04, 0.26], [0.03, -0.16, -0.18], [-0.26, 0.12, -0.07], [0.04, -0.09, 0.12], [-0.22, 0.15, 0.03], [0.08, 0.07, -0.05], [-0.30, 0.16, 0.18], [-0.09, -0.29, 0.05], [-0.28, 0.23, 0.08], [-0.13, -0.23, -0.03], [-0.17, 0.05, -0.21], [0.04, -0.23, 0.03], [0.12, 0.10, 0.04], [-0.28, 0.16, 0.14], [0.21, 0.13, -0.01], [-0.01, -0.40, 0.06], [-0.09, 0.12, 0.12], [-0.02, -0.22, 0.03], [0.03, 0.05, -0.23], [-0.18, -0.21, -0.35], [0.14, 0.03, -0.22], [0.05, 0.34, -0.29], [0.22, -0.02, 0.01], [-0.02, 0.26, 0.07], [-0.17, -0.12, -0.16], [0.00, -0.27, 0.18], [-0.03, -0.07, -0.24], [-0.16, 0.23, 0.05], [0.11, -0.44, -0.03], [-0.16, 0.19, 0.18], [0.32, -0.07, 0.01], [0.09, 0.26, 0.10], [-0.14, -0.59, 0.18], [0.36, -0.19, -0.12], [0.35, 0.09, -0.06], [0.07, 0.36, 0.21], [-0.02, -0.23, -0.62], [0.02, -0.24, 0.55], [0.52, -0.28, 0.18], [-0.08, 0.51, -0.49], [-0.07, 0.01, -0.01], [-0.45, -0.54, -0.21], [-1.84, 0.95, -1.05], [-0.83, -0.93, 0.67], [-0.87, 0.16, 0.77], [0.07, -0.20, -0.64], [0.31, 0.03, 0.32], [-0.29, 0.13, 0.79], [0.30, -0.25, -1.03], [0.16, 0.59, 0.60], [0.51, -0.31, -0.28], [-0.17, 0.07, 0.08], [0.69, 0.10, -1.16], [0.15, 0.12, 0.37], [-0.10, 0.13, 0.48], [0.00, -0.16, 0.18], [0.10, 0.19, -0.16], [-0.15, 0.08, -0.29], [-0.09, -0.11, -0.35], [0.34, 0.56, -0.18], [-0.19, -0.13, 0.31], [-0.45, 0.09, -0.28], [-0.11, -0.07, 0.34], [0.16, 0.08, 0.24], [0.13, 0.01, -0.30], [0.01, 0.07, 0.21], [-0.06, -0.11, -0.13], [0.13, -0.10, -0.06], [-0.10, 0.07, -0.30], [0.17, 0.28, 0.41], [-0.02, -0.15, 0.14]],
  "lowdin_charge": [-0.034, -0.487, -0.061, -0.024, -0.087, -0.040, -0.062, -0.048, -0.054, -0.520, -0.047, -0.032, -0.074, -0.081, 0.057, -0.088, -0.076, 0.049, -0.092, -0.085, -0.523, -0.048, -0.062, -0.028, -0.030, -0.035, -0.036, -0.062, -0.506, -0.056, -0.020, -0.046, -0.045, -0.085, -0.161, -0.060, 0.040, -0.152, -0.309, 0.061, 0.061, 0.030, -0.027, 0.051, 0.093, 0.076, 0.098, 0.072, 0.100, 0.097, 0.093, 0.058, 0.112, 0.121, 0.113, 0.094, 0.106, 0.042, 0.100, 0.063, 0.100, 0.091, 0.099, 0.094, 0.102, 0.107, 0.112, 0.113, 0.079, 0.094, 0.090, 0.059, 0.077, 0.105, 0.078, 0.099, 0.090, 0.113, 0.122, 0.110, 0.086, 0.099, 0.091, 0.058, 0.102, 0.099, 0.042, 0.102, 0.076, 0.165, 0.108, 0.131, 0.131, 0.137, -0.057, -0.081, -0.267, 0.003, -0.054, -0.173, -0.170, -0.112, -0.109, -0.032, -0.084, -0.076, -0.007, -0.171, -0.090, -0.013, 0.001, -0.038, 0.008, 0.095, 0.097, 0.092, 0.106, 0.088, 0.118, 0.082, 0.101, 0.103, 0.106, 0.088, 0.094, 0.101, 0.135, 0.123, 0.125]
}